Record 1
Computed, not measured: a single C22H23ClN2O molecule at a distorted geometry, with ωB97M-V/def2-TZVPD.

Computed properties:
Energy above the lowest of the compared OMol25 structures with the same formula, charge and spin (kcal/mol): 26.01

The geometry in XYZ format:
```
49
C22H23ClN2O, DFT ωB97M-V/def2-TZVPD
Cl 0.24734 -0.41059 3.18281
C -7.70741 -2.67217 4.76649
C -6.80676 -1.50488 5.04903
C -5.81725 -1.60152 6.03247
C -4.97682 -0.52081 6.32403
C -3.96115 -0.64875 7.40772
C -5.10410 0.64718 5.56599
N -4.27505 1.78456 5.83521
C -2.94137 1.97053 5.58777
C -2.12496 0.99287 4.86473
C -0.74610 1.35704 4.72406
C 0.24335 0.24474 4.76834
C 1.68714 0.64198 5.21673
C 2.38343 -0.05731 6.21924
C 3.74128 0.20182 6.46013
C 4.39814 1.20318 5.73357
C 3.68635 1.96976 4.81182
C 2.31700 1.69702 4.56896
O -2.60054 -0.17246 4.64894
N -2.59577 3.16813 6.07772
C -1.26607 3.75516 6.11447
C -3.73844 3.78876 6.56741
C -4.76713 2.95445 6.41420
C -6.08421 0.77632 4.58336
C -6.22613 2.03399 3.78716
C -6.92806 -0.31454 4.32212
H -8.55148 -2.36291 4.14202
H -7.17039 -3.47343 4.24057
H -8.09642 -3.09693 5.69997
H -5.69376 -2.53589 6.59049
H -3.91662 0.23535 8.05098
H -4.21561 -1.50887 8.03392
H -2.96535 -0.83133 6.99040
H -0.50945 2.26454 4.14729
H -0.06607 -0.64456 5.34546
H 1.86594 -0.82792 6.78808
H 4.29598 -0.40818 7.17285
H 5.47254 1.38708 5.89000
H 4.18277 2.74688 4.23428
H 1.79258 2.30980 3.83601
H -1.29747 4.56735 6.83012
H -0.51648 3.02964 6.43526
H -0.99636 4.18266 5.14659
H -3.67904 4.77807 6.97459
H -5.80523 3.08466 6.66212
H -6.91825 1.84474 2.95905
H -6.63905 2.86494 4.37493
H -5.27002 2.35661 3.35564
H -7.68443 -0.22891 3.53268
```


Record 2
Computed, not measured: a molecular structure, C22H23F9N6OPtS at a distorted geometry, with ωB97M-V/def2-TZVPD.

Computed properties:
2S+1: 3
Expectation value of S²: 2.01
Energy above the lowest of the compared OMol25 structures with the same formula, charge and spin (kcal/mol): 17.89

The geometry in XYZ format:
```
63
C22H23F9N6OPtS, DFT ωB97M-V/def2-TZVPD
Pt 0.02533 -1.02760 -0.60760
C 0.15743 2.46240 -0.30070
C -0.62477 2.60810 1.00560
C 0.00193 1.82720 2.12740
C 0.80903 2.46780 3.05130
C 1.37373 1.77990 4.11130
C 1.15413 0.42160 4.23950
C 0.34903 -0.25650 3.34100
C 0.22783 -1.74840 3.44490
C 1.33363 -2.40980 2.62010
C -0.24977 0.45240 2.27910
N -1.01237 -0.22660 1.34880
C -2.09477 -0.89380 1.58700
C -2.54357 -1.82820 0.63710
C -3.70947 -2.60020 0.51440
C -3.52957 -3.40150 -0.60170
C -2.26747 -3.09810 -1.12220
N -1.67987 -2.16020 -0.38470
H -0.29277 3.05650 -1.09410
H 0.19573 1.41670 -0.61400
H 1.18343 2.79310 -0.16990
H -1.65327 2.26010 0.87090
H -0.66327 3.66270 1.28960
H 0.99963 3.52590 2.94410
H 1.97983 2.29800 4.83810
H 1.61313 -0.12630 5.04890
H -0.73657 -2.08640 3.06740
H 0.30713 -2.05440 4.48940
H 1.22193 -2.12680 1.56580
H 1.28173 -3.49390 2.69470
H 2.31273 -2.07770 2.95530
H -2.65367 -0.75010 2.51120
H -4.57237 -2.55370 1.15020
H -4.21367 -4.12790 -0.99240
H -1.77837 -3.52220 -1.98140
C -3.55067 2.96840 -2.59010
C -2.56337 2.09250 -3.25810
N -2.09287 2.22240 -4.45640
N -1.23507 1.19280 -4.63660
C -1.15237 0.40010 -3.54260
S -0.28227 -0.99550 -3.34880
N -2.02817 0.97830 -2.65230
N -2.26007 0.48150 -1.39070
H -3.94477 3.68270 -3.30610
H -3.09377 3.51100 -1.76200
H -4.37307 2.37040 -2.19860
H -0.73547 1.07000 -5.50390
H -2.98627 -0.22880 -1.37710
H -2.44817 1.21060 -0.71260
F 3.09003 -0.77600 -3.38310
C 3.59763 -0.02620 -2.39950
F 3.16513 1.21780 -2.61100
F 4.92413 -0.01220 -2.56690
C 3.13763 -0.52870 -0.98750
O 1.92913 -0.06000 -0.72200
C 4.14593 0.02060 0.07220
F 5.31283 -0.63680 0.09290
F 4.43223 1.30710 -0.13770
F 3.62403 -0.06810 1.29540
C 3.26253 -2.08850 -0.95690
F 3.53033 -2.54140 0.27190
F 4.22353 -2.55040 -1.75870
F 2.11973 -2.67600 -1.33790
```


Record 3
Computed, not measured: a single C22H23FN6O3 molecule at a distorted geometry, with ωB97M-V/def2-TZVPD.

Computed properties:
SMILES: CC(=O)NC[C@H]1CN(c2ccc(-c3ccc(CNCc4cnn[nH]4)cc3)c(F)c2)C(=O)O1
Total energy (eV): -40988.6759

The geometry in XYZ format:
```
55
C22H23FN6O3, DFT ωB97M-V/def2-TZVPD
C -3.69681 -1.57402 -2.49338
C -4.32993 -2.12122 -1.23803
O -3.73835 -2.77745 -0.40668
N -5.64997 -1.82150 -1.11971
H -6.06961 -1.18566 -1.77986
C -6.42143 -2.15033 0.05485
H -7.45997 -2.31389 -0.23882
H -6.00931 -3.06561 0.48590
C -6.35785 -1.01951 1.10502
H -7.09056 -1.19679 1.89555
C -4.93478 -0.80343 1.63491
N -4.47573 0.27542 0.78153
C -5.53396 0.85583 0.13016
O -5.52165 1.78470 -0.62636
O -6.67679 0.20891 0.46843
C -3.12541 0.59545 0.63404
C -2.69454 1.46295 -0.36639
C -1.34772 1.72780 -0.50192
C -0.37606 1.17077 0.32658
C -0.83644 0.31843 1.32724
C -2.17649 0.02897 1.48417
H -2.47494 -0.64134 2.27253
H -0.11882 -0.14382 1.98785
C 1.05569 1.46811 0.17655
C 1.83633 1.72838 1.30015
C 3.18233 2.01246 1.17114
C 3.78509 2.04448 -0.08007
C 3.00694 1.77457 -1.19995
C 1.66044 1.49378 -1.07797
H 1.07646 1.28487 -1.96108
H 3.46162 1.79277 -2.18090
C 5.26678 2.29018 -0.23076
N 6.03107 1.08236 -0.50981
H 5.70889 0.66384 -1.37774
C 5.98292 0.09917 0.55341
C 6.83593 -1.06764 0.20712
C 7.88590 -1.23347 -0.67146
N 8.30766 -2.51023 -0.59150
N 7.60363 -3.13892 0.26401
N 6.70050 -2.29695 0.76574
H 6.03952 -2.59587 1.46579
H 8.34067 -0.52345 -1.32811
H 4.95818 -0.25445 0.78043
H 6.37305 0.57875 1.46132
H 5.67244 2.73227 0.68374
H 5.44949 2.98067 -1.05846
H 3.77143 2.22367 2.05292
H 1.37867 1.72965 2.27870
F -0.98306 2.58573 -1.47831
H -3.39449 1.94603 -1.02689
H -4.31909 -1.69509 1.50452
H -4.93277 -0.49442 2.68687
H -2.65082 -1.86397 -2.52418
H -4.20612 -1.96389 -3.37174
H -3.76820 -0.48804 -2.50107
```


Record 4
Computed, not measured: a single C22H23N3O5S molecule at a distorted geometry, with ωB97M-V/def2-TZVPD.

Computed properties:
SMILES: Cc1occc1-c1nnc(SCC(=O)c2ccc3c(c2)OCCO3)n1C[C@H]1CCCO1
Energy above the lowest of the compared OMol25 structures with the same formula, charge and spin (kcal/mol): 73.73

The geometry in XYZ format:
```
54
C22H23N3O5S, DFT ωB97M-V/def2-TZVPD
C -1.61742 -2.14946 2.66216
C -1.65812 -1.99986 1.18790
C -1.05595 -1.07878 0.36397
C -1.45688 -1.41960 -0.96210
C -2.26508 -2.50225 -0.83864
O -2.39798 -2.85402 0.45530
H -2.78736 -3.09395 -1.56387
H -1.14162 -0.96518 -1.87861
C -0.17864 -0.02238 0.80528
N 0.68275 -0.14126 1.78806
N 1.32101 1.02196 1.94079
C 0.84958 1.84569 1.04656
N -0.10323 1.23612 0.27774
C -0.94059 1.87187 -0.69423
H -1.22441 1.14032 -1.44966
H -0.37601 2.68751 -1.15515
C -2.20545 2.43993 -0.01179
C -3.20702 2.97063 -1.04053
H -3.82253 3.74845 -0.58904
C -4.04969 1.72955 -1.33186
H -3.56944 1.10551 -2.08609
C -4.05404 1.02365 0.02495
H -4.91675 1.33312 0.62850
O -2.87108 1.41714 0.70477
H -4.06186 -0.06651 -0.06292
H -5.05448 1.97095 -1.66927
H -2.71599 3.37456 -1.92244
H -1.88937 3.20258 0.71065
S 1.36706 3.48675 0.76437
C 3.18152 3.21938 0.69291
C 3.40727 2.36866 -0.54122
O 3.51167 2.86014 -1.64077
C 3.33751 0.90826 -0.30337
C 2.54529 0.14565 -1.15534
C 2.33798 -1.20130 -0.90771
C 2.96572 -1.80650 0.18779
C 3.82561 -1.05867 0.98396
C 3.99784 0.28838 0.75638
H 4.65621 0.85458 1.39577
H 4.31635 -1.55436 1.80511
O 2.75962 -3.11748 0.50264
C 1.60702 -3.65813 -0.10491
C 1.57826 -3.29426 -1.58827
H 0.69583 -3.70590 -2.08099
O 1.50699 -1.89447 -1.74951
H 2.48627 -3.67847 -2.07315
H 1.65867 -4.73852 0.03617
H 0.71089 -3.25824 0.38732
H 2.05370 0.60722 -1.99819
H 3.60943 4.21405 0.57986
H 3.47685 2.74481 1.62397
H -0.80166 -1.54824 3.05236
H -2.55680 -1.81620 3.10348
H -1.46746 -3.19343 2.93092
```


Record 5
Computed, not measured: a single C22H23NO3 molecule, with ωB97M-V/def2-TZVPD.

Computed properties:
SMILES: C=CCc1ccc(OCCOc2cccc3ccc(C)nc23)c(OC)c1
Energy above the lowest of the compared OMol25 structures with the same formula, charge and spin (kcal/mol): 51.74

The geometry in XYZ format:
```
49
C22H23NO3, DFT ωB97M-V/def2-TZVPD
C -6.48367 -0.75889 -0.32526
C -5.21905 -1.00617 -0.60699
C -4.13594 -1.16931 0.41808
C -3.09111 -0.10221 0.21981
C -3.24609 1.15138 0.78691
C -2.28685 2.12468 0.58397
C -1.16373 1.88476 -0.19469
C -1.01886 0.62545 -0.80669
C -1.98159 -0.34694 -0.57824
H -1.87551 -1.32228 -1.02739
O 0.07887 0.43052 -1.60604
C 0.23551 -0.80928 -2.24760
H 0.32186 -1.62887 -1.52723
H 1.16452 -0.72996 -2.81123
H -0.58990 -1.01016 -2.93829
O -0.30150 2.93922 -0.37690
C 1.07713 2.70960 -0.16521
C 1.40061 2.45742 1.31411
H 2.48461 2.38758 1.43520
H 1.00236 3.27733 1.91896
O 0.75222 1.31514 1.83523
C 1.05790 0.05489 1.44655
C 0.13511 -0.89883 1.83834
C 0.30504 -2.25224 1.55349
C 1.40564 -2.68183 0.86161
C 2.36998 -1.75032 0.44124
C 3.52381 -2.13490 -0.27834
C 4.43511 -1.19523 -0.66065
C 4.19614 0.15669 -0.32759
N 3.13759 0.53824 0.33316
C 2.21561 -0.36293 0.72957
C 5.16905 1.21795 -0.73599
H 4.81110 2.19141 -0.41402
H 5.29028 1.22039 -1.81812
H 6.14343 1.02635 -0.28869
H 5.32474 -1.46144 -1.21160
H 3.66463 -3.18071 -0.51657
H 1.55152 -3.72746 0.63162
H -0.44602 -2.95579 1.88060
H -0.73646 -0.55818 2.37476
H 1.44231 1.87801 -0.77134
H 1.57003 3.63211 -0.48068
H -2.38797 3.10176 1.02969
H -4.11049 1.36464 1.39732
H -3.67873 -2.15588 0.30442
H -4.56357 -1.09462 1.41907
H -4.89022 -1.08138 -1.63540
H -7.22740 -0.63628 -1.09424
H -6.83205 -0.67350 0.69129
```


Record 6
Computed, not measured: a molecular structure, C22H24AsClI2OPSc at a distorted geometry, with ωB97M-V/def2-TZVPD.

Computed properties:
Net charge: +2
Total energy (eV): -144783.9514

The geometry in XYZ format:
```
53
C22H24AsClI2OPSc, DFT ωB97M-V/def2-TZVPD
I -2.19416 -1.28090 -0.22081
I -3.46652 1.34871 0.24381
Sc 1.50729 0.83760 0.23985
P 0.53572 0.18197 -2.14873
C -1.10750 0.08895 -3.02429
C 1.09195 1.55482 -3.34479
H 2.09580 -1.55607 -2.71404
H 1.25414 -1.01085 -4.21898
H 0.48877 -2.16338 -2.97954
C 1.13447 -1.29267 -3.15606
H 2.04562 1.90745 -2.93598
H 1.19368 1.13101 -4.37169
H -1.01199 0.07574 -4.12395
H -1.82485 0.87573 -2.77010
H 0.40148 2.40554 -3.25776
H -1.73681 -0.77105 -2.77563
C -4.05305 -0.29441 -0.78248
O -4.98985 -0.45449 -1.55391
Cl 3.70368 0.95694 -0.15468
C -0.56450 3.80564 5.48420
C 0.20033 4.07130 4.31460
C 0.42571 3.02883 3.40675
C -0.07795 1.75238 3.74902
C -0.77905 1.45289 4.93443
C -1.04436 2.51712 5.81123
As 0.36355 0.25042 2.51067
C 1.67371 -0.70487 3.59882
C 2.14090 -1.95111 3.10172
C 3.42233 -2.36658 3.50476
C 4.16324 -1.63060 4.47929
C 3.52505 -0.52842 5.08068
C 2.23604 -0.04746 4.71431
C -1.10402 -0.85875 3.15938
C -0.81452 -1.99586 3.93361
C -1.88750 -2.80168 4.37391
C -3.21181 -2.47564 4.07164
C -3.49522 -1.28644 3.35642
C -2.43389 -0.45548 2.98838
H -0.77940 4.64097 6.16980
H 0.60324 5.06665 4.09527
H 0.98907 3.19513 2.44924
H -1.15901 0.42407 5.18768
H -1.60866 2.29839 6.72831
H 1.56883 -2.50649 2.29765
H 3.87250 -3.22166 3.02300
H 5.20510 -1.95188 4.77510
H 4.05112 0.02954 5.85437
H 1.73387 0.83597 5.21942
H 0.22748 -2.25096 4.23147
H -1.64011 -3.72003 4.93088
H -4.04284 -3.14449 4.39014
H -4.53390 -1.01887 3.08759
H -2.66349 0.49725 2.44629
```